Record 1
The following is a DFT calculation (wB97M-V/def2-TZVPD) of a structure of composition C28H27N3O4PbS.

The geometry in XYZ format:
```
64
Properties=species:S:1:pos:R:3:lowdin_charge:R:1
Pb 0.943 -0.691 0.945 1.4461
C -1.034 -1.839 2.282 -0.2254
C -0.266 -2.833 1.615 -0.2322
C 1.013 -2.875 2.231 -0.2473
C 1.034 -1.891 3.249 -0.2208
C -0.241 -1.262 3.275 -0.2154
H -2.068 -1.608 2.081 0.1121
H -0.621 -3.513 0.856 0.1144
H 1.797 -3.583 2.011 0.1167
H 1.849 -1.717 3.935 0.1141
H -0.551 -0.501 3.974 0.1139
N -1.485 1.370 0.183 -0.1805
S -1.364 2.731 -0.454 0.9493
C 0.134 3.420 0.119 -0.3271
C 0.921 4.204 -0.715 -0.0215
C 2.088 4.745 -0.196 -0.0253
C 2.442 4.509 1.125 -0.0269
C 1.636 3.729 1.948 -0.0432
C 0.471 3.175 1.450 -0.0883
C -2.697 3.829 -0.156 -0.3122
C -3.940 3.475 -0.681 -0.0543
C -5.019 4.297 -0.421 -0.0313
C -4.848 5.445 0.348 -0.0246
C -3.604 5.782 0.855 -0.0273
C -2.505 4.972 0.605 -0.0297
H -2.443 1.027 0.153 0.0563
H 0.634 4.399 -1.736 0.1104
H 2.719 5.356 -0.826 0.1254
H 3.350 4.942 1.521 0.1240
H 1.912 3.563 2.980 0.1220
H -0.177 2.577 2.077 0.1118
H -4.062 2.588 -1.293 0.1246
H -5.994 4.048 -0.818 0.1239
H -5.697 6.086 0.546 0.1245
H -3.481 6.682 1.442 0.1247
H -1.527 5.237 0.982 0.1213
C 6.020 -2.505 -1.261 -0.0111
N 4.700 -2.485 -1.896 -0.1898
C 4.579 -2.971 -3.274 -0.0112
C 3.709 -1.855 -1.334 -0.2795
N 2.819 -1.293 -0.840 0.0264
H 6.398 -3.526 -1.257 0.0986
H 5.936 -2.153 -0.236 0.0956
H 6.711 -1.864 -1.809 0.0991
H 4.931 -4.000 -3.320 0.0985
H 5.176 -2.351 -3.944 0.0988
H 3.537 -2.937 -3.579 0.0963
O -1.438 4.851 -2.625 0.1702
C -1.695 3.742 -2.942 -0.3698
O -1.274 2.642 -2.021 -0.2005
C -2.354 3.210 -4.114 -0.1493
C -2.613 1.849 -4.279 -0.0037
C -3.268 1.378 -5.412 0.0458
C -3.637 2.320 -6.348 -0.1937
O -4.270 2.113 -7.509 0.0777
C -4.442 3.402 -8.130 -0.0698
O -3.842 4.364 -7.258 0.0639
C -3.375 3.683 -6.186 -0.1906
C -2.738 4.168 -5.084 0.1050
H -2.294 1.143 -3.527 0.1168
H -3.474 0.329 -5.560 0.1321
H -5.507 3.607 -8.228 0.1478
H -3.928 3.404 -9.089 0.1482
H -2.532 5.219 -4.950 0.1455
```

Results
Multiplicity: 1
Energy (Ha): -2138.81691
Largest force on an atom (eV/A): 0.38
Total charge: +2
HOMO (eV): -12.9
Lowest unoccupied orbital energy (eV): -5.257


Record 2
The following is a DFT calculation (wB97M-V/def2-TZVPD) of a structure of composition C28H28AuN2OS3.

The geometry in XYZ format:
```
63
Properties=species:S:1:pos:R:3:lowdin_charge:R:1
Au -0.199 -0.143 -0.299 0.8433
C -0.720 0.994 -2.980 -0.0625
N -1.162 1.273 -1.584 -0.2600
C -0.728 2.651 -1.190 -0.1438
C -0.891 2.868 0.300 -0.1477
N 0.057 2.030 1.050 -0.2227
C -0.364 1.863 2.442 -0.0664
C 1.409 2.520 0.896 -0.2947
C 1.826 3.633 1.622 -0.0199
C 3.095 4.158 1.457 -0.0674
C 3.960 3.575 0.540 -0.0809
C 3.560 2.474 -0.186 -0.1272
C 2.284 1.921 -0.019 -0.5775
S 1.942 0.479 -0.990 0.6924
C -2.640 1.189 -1.530 -0.2865
C -3.401 2.016 -2.353 -0.0295
C -4.782 1.957 -2.302 -0.0584
C -5.404 1.069 -1.430 -0.0640
C -4.651 0.248 -0.621 -0.0990
C -3.254 0.300 -0.663 -0.5889
S -2.327 -0.751 0.389 0.6825
H -1.109 1.766 -3.642 0.0959
H -1.118 0.028 -3.278 0.1101
H 0.366 0.994 -3.017 0.0375
H -1.327 3.373 -1.745 0.1300
H 0.313 2.767 -1.490 0.1134
H -1.904 2.596 0.608 0.1293
H -0.744 3.933 0.527 0.1407
H -0.529 2.820 2.948 0.0915
H 0.399 1.307 2.988 0.0812
H -1.295 1.293 2.455 0.0706
H 1.144 4.094 2.322 0.1144
H 3.403 5.020 2.031 0.1085
H 4.950 3.982 0.388 0.1120
H 4.239 2.017 -0.893 0.1070
H -2.926 2.706 -3.034 0.1118
H -5.371 2.598 -2.942 0.1121
H -6.482 1.018 -1.387 0.1137
H -5.134 -0.446 0.052 0.1079
O 0.513 -1.999 0.351 -0.6583
S 1.315 -2.523 1.568 1.1152
C 2.864 -1.693 1.722 -0.4112
C 3.978 -2.487 1.476 -0.0676
C 5.243 -1.925 1.574 -0.0496
C 5.376 -0.588 1.906 -0.0387
C 4.256 0.203 2.138 -0.0496
C 2.993 -0.346 2.042 -0.1153
C 0.413 -2.041 3.027 -0.3701
C -0.940 -2.357 3.009 -0.1194
C -1.717 -2.098 4.125 -0.0548
C -1.135 -1.567 5.265 -0.0540
C 0.227 -1.308 5.297 -0.0560
C 1.014 -1.547 4.180 -0.0711
H 3.856 -3.529 1.216 0.1141
H 6.118 -2.533 1.393 0.1158
H 6.363 -0.153 1.985 0.1161
H 4.367 1.249 2.385 0.1132
H 2.119 0.267 2.215 0.0906
H -1.379 -2.812 2.135 0.0852
H -2.773 -2.328 4.106 0.1176
H -1.740 -1.375 6.140 0.1141
H 0.687 -0.922 6.197 0.1154
H 2.075 -1.362 4.222 0.1099
```

Results
Multiplicity: 1
Energy (Ha): -2598.53568
Largest force on an atom (eV/A): 0.64
Total charge: +1
HOMO (eV): -10.7
Lowest unoccupied orbital energy (eV): -4.350


Record 3
The following is a DFT calculation (wB97M-V/def2-TZVPD) of a structure of composition C28H28BiBr4N4O4 at a distorted geometry.

The geometry in XYZ format:
```
69
Properties=species:S:1:pos:R:3:lowdin_charge:R:1
Bi -0.664 0.142 -0.858 2.0686
O -0.279 -2.161 -0.909 -0.2438
C -0.260 -3.114 -1.735 -0.3601
C 0.391 -4.343 -1.486 -0.0299
C 0.250 -5.455 -2.311 -0.0919
C -0.548 -5.370 -3.460 -0.1439
C -1.104 -4.187 -3.874 -0.0831
C -0.910 -3.039 -3.103 -0.1253
C -1.543 -1.835 -3.557 -0.0905
N -1.371 -0.632 -3.066 -0.0758
C -2.455 0.308 -3.410 -0.2396
C -1.984 1.752 -3.348 -0.2047
N -0.873 1.894 -2.412 -0.1285
C -0.237 3.018 -2.379 -0.0725
C 1.187 3.160 -2.101 -0.1253
C 1.760 4.440 -2.277 -0.0594
C 3.133 4.617 -2.259 -0.1193
C 3.962 3.524 -1.920 -0.0971
C 3.397 2.309 -1.623 -0.0391
C 2.018 2.046 -1.751 -0.3822
O 1.538 0.872 -1.548 -0.2579
H 1.035 -4.419 -0.614 0.1057
H 0.722 -6.409 -2.067 0.0991
H -0.765 -6.276 -4.034 0.0902
H -1.666 -4.113 -4.819 0.1127
H -1.983 -1.924 -4.548 0.1167
H -3.312 0.199 -2.719 0.1071
H -2.745 0.053 -4.422 0.1019
H -2.849 2.402 -3.081 0.1331
H -1.617 2.005 -4.353 0.1173
H -0.758 3.915 -2.647 0.1227
H 1.122 5.288 -2.378 0.0964
H 3.599 5.581 -2.533 0.0950
H 5.056 3.621 -1.925 0.1021
H 4.005 1.435 -1.406 0.1067
Br -6.927 0.946 2.810 0.6480
C -5.222 1.272 2.077 -0.8004
C -4.389 2.260 2.674 -0.7299
Br -4.985 3.110 4.304 0.6040
C -3.102 2.547 2.194 -0.6559
Br -2.015 3.897 2.957 0.6972
C -2.514 1.734 1.167 -0.4748
O -1.302 1.832 0.808 -0.2535
C -3.378 0.775 0.494 -0.4390
O -2.963 0.028 -0.485 -0.3024
C -4.678 0.592 0.992 -0.6534
Br -5.847 -0.614 0.129 0.7108
C -0.491 -1.362 2.815 -0.0820
C 0.242 -0.215 3.477 -0.2104
N 1.696 -0.404 3.403 -0.0977
C 2.444 -0.827 4.599 -0.2325
C 2.996 -2.237 4.669 -0.0888
C 2.287 -0.126 2.187 -0.3981
C 3.839 -0.001 2.152 -0.0176
N 1.619 0.131 1.099 0.0871
H -1.583 -1.192 2.843 0.0802
H -0.317 -2.331 3.351 0.0789
H -0.196 -1.523 1.768 0.0363
H 0.031 -0.129 4.548 0.1100
H 0.016 0.741 2.990 0.1062
H 1.795 -0.613 5.451 0.1121
H 3.313 -0.156 4.685 0.0926
H 2.248 -3.044 4.779 0.0722
H 3.611 -2.230 5.590 0.0735
H 3.659 -2.500 3.809 0.0755
H 4.265 0.349 3.135 0.0727
H 4.064 0.698 1.324 0.0681
H 4.338 -0.950 1.912 0.0697
H 2.191 0.236 0.224 0.0360
```

Results
Multiplicity: 1
Energy (Ha): -12114.48097
Largest force on an atom (eV/A): 2.89
Total charge: -1
HOMO (eV): -4.0
Lowest unoccupied orbital energy (eV): 2.101


Record 4
The following is a DFT calculation (wB97M-V/def2-TZVPD) of a structure of composition C28H28CoN4OS4Te.

The geometry in XYZ format:
```
67
Properties=species:S:1:pos:R:3:mulliken_spin:R:1
Co 1.362 -1.436 0.423 0.9546
C 0.554 1.110 3.715 -0.0022
C 0.555 0.118 2.596 0.0198
N 1.603 -0.158 1.875 -0.0076
N 2.745 0.498 2.103 -0.0045
C 3.655 0.237 1.154 0.0103
N 4.846 0.896 1.332 0.0032
S 3.443 -0.751 -0.194 -0.0361
C -0.645 -0.613 2.223 0.0039
C -1.882 -0.436 2.846 0.0006
C -2.959 -1.193 2.418 0.0018
C -2.780 -2.127 1.410 0.0055
C -1.521 -2.252 0.839 -0.0006
N -0.496 -1.502 1.219 -0.0126
H 1.569 1.462 3.876 0.0002
H 0.178 0.662 4.639 0.0005
H -0.076 1.975 3.485 0.0000
H 4.737 1.735 1.883 -0.0004
H 5.322 1.065 0.457 0.0002
H -1.991 0.292 3.637 0.0007
H -3.934 -1.051 2.871 0.0003
H -3.592 -2.753 1.065 0.0004
H -1.297 -2.951 0.040 -0.0004
S 1.984 -3.421 1.758 0.0552
C 1.725 -4.691 0.587 -0.0078
C 1.956 -6.027 0.949 -0.0085
C 1.768 -7.083 0.071 0.0010
C 1.327 -6.828 -1.223 -0.0007
C 1.090 -5.515 -1.604 -0.0009
C 1.283 -4.438 -0.733 0.0175
S 0.959 -2.817 -1.342 -0.0283
H 2.293 -6.219 1.961 0.0015
H 1.968 -8.100 0.395 -0.0002
H 1.171 -7.637 -1.928 -0.0001
H 0.745 -5.299 -2.609 0.0006
Te 2.976 2.685 -1.747 -0.0006
C 3.958 4.384 -2.536 0.0000
C 3.809 5.721 -2.251 0.0001
C 4.649 6.583 -3.008 0.0000
C 5.452 5.910 -3.881 0.0000
S 5.163 4.216 -3.761 0.0000
H 3.102 6.065 -1.509 -0.0001
H 4.656 7.662 -2.906 0.0000
H 6.184 6.318 -4.561 0.0000
C -6.116 0.793 -0.896 -0.0006
C -4.620 0.942 -0.803 0.0047
C -3.782 0.230 -1.644 -0.0055
C -2.394 0.343 -1.583 0.0028
C -1.567 -0.437 -2.561 0.0005
C -1.844 1.204 -0.617 -0.0009
C -0.380 1.276 -0.400 0.0344
O 0.410 0.460 -0.814 -0.0123
C -2.680 1.983 0.202 0.0069
C -2.129 2.971 1.198 0.0021
C -4.055 1.832 0.104 -0.0022
H -6.386 -0.135 -1.399 0.0000
H -6.557 1.619 -1.459 0.0004
H -6.573 0.792 0.095 0.0002
H -4.212 -0.443 -2.379 -0.0002
H -2.187 -0.724 -3.413 0.0004
H -1.158 -1.343 -2.106 0.0015
H -0.706 0.129 -2.911 -0.0009
H -0.012 2.116 0.213 0.0024
H -1.549 2.472 1.976 0.0002
H -2.947 3.507 1.680 0.0000
H -1.474 3.703 0.725 0.0000
H -4.699 2.413 0.757 0.0000
```

Results
Multiplicity: 2
Energy (Ha): -4621.68703
Largest force on an atom (eV/A): 0.79
Total charge: -2
⟨S²⟩: 0.769
HOMO (spin up / spin down) (eV): -0.8 / -0.9
Lowest unoccupied orbital energy (spin up / spin down) (eV): 3.787 / 3.787


Record 5
The following is a DFT calculation (wB97M-V/def2-TZVPD) of a structure of composition C28H28FeN4O8S3 at a distorted geometry.

The geometry in XYZ format:
```
72
Properties=species:S:1:pos:R:3:mulliken_spin:R:1
Fe -0.739 0.059 -0.645 3.6672
C -1.715 1.248 3.560 -0.0001
O -0.564 0.453 3.927 0.0016
C 0.662 0.657 3.354 -0.0137
C 1.808 0.755 4.194 -0.0012
C 3.029 1.195 3.704 0.0082
C 3.149 1.381 2.327 -0.0001
C 2.083 1.001 1.410 -0.0141
C 2.376 0.933 -0.013 0.0313
N 1.408 0.818 -0.938 -0.0063
N 1.762 1.084 -2.171 0.0061
C 0.662 1.155 -2.913 0.0000
O -0.523 0.945 -2.483 0.0733
C 0.840 1.565 -4.327 0.0137
C -0.353 1.902 -4.999 0.0007
C -0.364 2.387 -6.306 0.0011
C 0.838 2.444 -6.998 -0.0017
C 2.041 2.357 -6.288 0.0014
C 2.037 1.922 -4.932 -0.0022
C 0.789 0.743 1.912 0.0396
O -0.275 0.552 1.212 0.0766
H -2.393 1.079 4.413 -0.0002
H -2.172 0.936 2.613 -0.0005
H -1.501 2.309 3.502 0.0002
H 1.633 0.457 5.228 -0.0002
H 3.839 1.479 4.383 0.0010
H 4.028 1.770 1.831 -0.0005
H 3.429 1.102 -0.339 0.0089
H -1.311 1.659 -4.496 0.0001
H -1.299 2.721 -6.809 0.0000
H 0.832 2.676 -8.048 -0.0001
H 2.980 2.598 -6.773 0.0000
H 2.989 1.734 -4.391 0.0001
C -2.502 6.400 0.451 0.0107
O -1.558 5.314 0.328 -0.0014
C -0.512 5.473 -0.603 -0.0749
S -0.318 6.851 -1.468 0.1151
S 0.347 4.028 -0.660 0.9253
H -3.105 6.058 1.298 0.0025
H -3.109 6.474 -0.464 -0.0017
H -1.921 7.331 0.602 -0.0034
C 1.955 -2.736 -2.928 -0.0005
N 2.186 -2.868 -1.517 0.0076
C 1.274 -2.588 -0.624 0.0070
S -0.346 -2.097 -1.131 0.0589
N 1.483 -2.789 0.698 0.0085
C 2.647 -3.405 1.306 -0.0014
H 2.356 -3.604 -3.482 -0.0014
H 2.430 -1.812 -3.335 0.0015
H 0.879 -2.676 -3.149 0.0003
H 3.144 -3.018 -1.225 0.0000
H 0.602 -2.760 1.191 0.0030
H 2.821 -4.464 1.034 0.0013
H 2.551 -3.369 2.400 0.0000
H 3.546 -2.879 1.027 0.0004
O -4.928 -0.970 -0.252 0.0066
C -3.755 -1.026 0.107 0.0043
O -2.756 -0.274 -0.229 0.0370
C -3.380 -2.125 1.148 -0.0019
C -4.122 -3.358 1.201 -0.0002
C -3.758 -4.395 2.050 0.0002
C -2.642 -4.182 2.874 -0.0005
O -2.022 -5.037 3.809 0.0000
C -0.780 -4.402 4.107 -0.0001
O -0.747 -3.103 3.499 0.0005
C -1.942 -2.986 2.814 0.0048
C -2.321 -1.938 1.970 -0.0101
H -5.016 -3.465 0.588 0.0000
H -4.347 -5.361 2.118 -0.0001
H 0.022 -4.987 3.585 0.0000
H -0.582 -4.306 5.206 0.0000
H -1.776 -1.025 1.954 0.0115
```

Results
Multiplicity: 6
Energy (Ha): -4363.01728
Largest force on an atom (eV/A): 5.02
Total charge: -1
⟨S²⟩: 8.770
HOMO (spin up / spin down) (eV): -4.3 / -4.3
Lowest unoccupied orbital energy (spin up / spin down) (eV): 2.156 / -0.256


Record 6
The following is a DFT calculation (wB97M-V/def2-TZVPD) of a structure of composition C28H28Ge2IrN3O8 at a distorted geometry.

The geometry in XYZ format:
```
70
Properties=species:S:1:pos:R:3:mulliken_spin:R:1
Ir 1.099 0.440 1.186 0.0198
O 1.027 -1.706 2.468 0.0006
C 0.847 -1.344 3.833 -0.0025
C 1.780 -0.219 4.156 0.0018
C 2.267 -0.033 5.436 -0.0016
C 3.105 1.043 5.687 0.0014
C 3.447 1.883 4.638 -0.0012
C 2.926 1.630 3.384 0.0022
N 2.097 0.605 3.154 -0.0069
H 0.389 -2.398 2.240 -0.0002
H 1.047 -2.197 4.484 0.0000
H -0.185 -1.011 4.003 0.0012
H 1.987 -0.718 6.225 -0.0001
H 3.485 1.217 6.684 0.0001
H 4.101 2.728 4.787 -0.0001
H 3.175 2.266 2.543 -0.0001
O 3.507 3.102 0.487 -0.0001
C 2.389 2.772 0.162 0.0095
O 1.393 2.489 0.954 0.0012
C 1.981 2.749 -1.295 -0.0192
C 2.312 3.798 -2.103 0.0554
C 1.791 3.861 -3.408 0.0670
C 0.922 2.912 -3.868 -0.0046
C 0.602 1.818 -3.057 0.1814
C 1.205 1.651 -1.750 0.1254
O 1.048 0.581 -1.074 0.1359
N -0.320 0.928 -3.550 0.3333
O -0.702 -0.184 -2.883 0.0434
O -1.389 1.413 -4.254 0.0212
N 2.173 4.971 -4.278 -0.0055
O 2.998 5.750 -3.850 0.0190
O 1.635 5.034 -5.366 -0.0048
H 2.977 4.571 -1.745 -0.0038
H 0.486 3.003 -4.853 -0.0028
C 1.247 -3.601 0.039 -0.0003
Ge 0.379 -2.452 -1.357 0.0001
C 1.848 -1.862 -2.540 -0.0012
C -0.931 -3.544 -2.398 0.0001
Ge -0.952 -0.545 0.227 -0.0047
C -2.140 -1.728 1.319 -0.0039
C -2.849 -1.073 2.332 0.0028
C -3.637 -1.791 3.219 0.0010
C -3.708 -3.172 3.112 0.0000
C -2.995 -3.834 2.122 -0.0001
C -2.213 -3.112 1.229 0.0009
C -2.154 0.403 -1.052 0.0037
C -2.081 0.000 -2.497 0.0101
C -2.594 1.025 -3.536 0.0173
C -3.321 2.203 -2.969 -0.0062
C -3.482 2.375 -1.660 0.0115
C -2.842 1.492 -0.691 0.0012
H 1.873 -4.314 -0.501 -0.0001
H 0.541 -4.165 0.647 0.0000
H 1.891 -3.003 0.680 0.0003
H 2.426 -2.750 -2.800 0.0004
H 2.499 -1.160 -2.027 0.0005
H 1.469 -1.404 -3.450 -0.0017
H -0.417 -4.472 -2.652 -0.0001
H -1.201 -3.036 -3.322 -0.0003
H -1.834 -3.787 -1.843 0.0001
H -2.775 0.006 2.422 0.0001
H -4.181 -1.274 3.999 0.0000
H -4.311 -3.737 3.811 0.0000
H -3.042 -4.912 2.048 -0.0001
H -1.667 -3.633 0.451 -0.0001
H -2.554 -0.975 -2.629 0.0020
H -3.225 0.542 -4.284 -0.0012
H -3.705 2.904 -3.697 0.0001
H -4.054 3.212 -1.282 0.0006
H -2.907 1.768 0.355 0.0013
```

Results
Multiplicity: 2
Energy (Ha): -6107.58249
Largest force on an atom (eV/A): 3.15
Total charge: +1
⟨S²⟩: 0.772
HOMO (spin up / spin down) (eV): -10.7 / -10.7
Lowest unoccupied orbital energy (spin up / spin down) (eV): -4.234 / -5.442


Among the records above, which one has the highest energy? C28H27N3O4PbS


Look up the multiplicity of the fourth one. 2